An isolated molecule of C14H25NO6P2 in a non-equilibrium geometry, computed with the ωB97M-V functional and the def2-TZVPD basis.

Values from the calculation:
**Net charge**: 0
**LUMO level**: 0.51 eV
**Maximum force**: 2.40 eV Å⁻¹
**HOMO**: -7.69 eV
**SMILES string**: CCP(CC)[C@]1(N=C(C)C)[C@H](CCC(=O)O)OC(=O)[C@@]1(O)[PH2]=O
**Orbital gap**: 8.21 eV

```
48
C14H25NO6P2, DFT the ωB97M-V functional and the def2-TZVPD basis
P 0.78031 -0.90910 0.41043
P -3.14052 1.32794 -0.84606
O -3.51212 1.05225 -2.25301
O 0.68448 0.11380 3.62219
O -2.28678 -1.14024 -0.92603
O -3.03318 -0.75236 1.88225
O -1.40096 0.79626 1.94853
O 1.02862 1.72874 5.14829
N 0.08564 1.16088 -1.30572
C -1.92920 -0.00719 -0.21019
C 0.70121 2.11815 1.44800
C -0.47196 0.38665 -0.17539
C 0.92230 -3.73064 0.14414
C -0.56132 1.43665 0.94914
C 2.22349 -0.97891 -0.73217
C -0.19741 0.79504 -2.50036
C -2.21035 -0.07324 1.31080
C -0.35835 1.86140 -3.53768
C -0.32599 -0.60842 -3.00287
C 0.67892 2.50070 2.94552
C 0.00758 -2.57821 0.62965
C 0.81520 1.41359 3.98531
C 3.45983 -1.33171 0.11736
H -0.28155 2.98110 3.11641
H 0.73598 3.07136 0.92962
H 1.61552 1.59594 1.18500
H 0.27284 1.61538 -4.39622
H 0.26775 -4.57155 -0.07329
H 3.83536 -0.39797 0.53020
H 0.01789 -0.28073 4.19165
H -3.21584 -1.32402 -0.75061
H -0.94220 -2.69842 0.12256
H 4.25999 -1.74700 -0.48649
H 1.60936 -4.06117 0.91310
H -4.27954 1.12590 -0.03412
H -2.62139 2.61666 -0.63640
H -1.38878 1.89358 -3.87483
H 0.55820 -0.89153 -3.56708
H -1.15145 -0.63844 -3.71365
H 1.42082 -3.50236 -0.78994
H 2.11145 -1.66142 -1.57306
H -0.00230 2.80877 -3.15370
H -0.11478 -2.72599 1.69597
H -0.55278 -1.33970 -2.23920
H -1.18485 2.26871 0.62779
H 1.46399 3.22630 3.10883
H 3.20788 -1.94887 0.97220
H 2.39902 0.00346 -1.15688
```

Atom charges from the Mulliken analysis, given in e for atoms 1 to 4:
1. P 0.071
2. P 0.423
3. O -0.676
4. O -0.319